Computed, not measured: a cluster of 2 separate species, C3H8BrN in total in a non-equilibrium geometry, with ωB97M-V with the def2-TZVPD basis set.

Values from the calculation:
* energy relative to the best compared isomer or geometry (same formula, charge and spin): 25.7 kJ/mol
* structure (SMILES): C/C=N/C.Br
* HOMO energy: -9.4 eV
* max |F|: 3.15 eV/Å

Last column: Mulliken charge in e.
Atoms and positions in Å:
C -1.14126 -1.71894 -0.34354  -0.82
C -0.75166 -0.37728 0.26618  -0.04
N -0.47970 0.51616 -0.57971  -0.43
C -0.13700 1.88377 -0.08202  -0.72
H -0.20641 -2.09911 -0.78225  0.21
H -1.51541 -2.44330 0.42981  0.28
H -1.98030 -1.70263 -1.04451  0.26
H -0.62147 -0.28949 1.29683  0.49
H 0.96267 1.99693 0.20533  0.20
H -0.42831 2.68349 -0.82731  0.29
H -0.81260 2.31215 0.70292  0.29
Br 3.64979 0.12421 -0.12449  -0.21
H 3.46164 -0.88595 0.88275  0.20



Computed, not measured: a structure of composition C3H8BrN2O in a non-equilibrium geometry, with ωB97M-V with the def2-TZVPD basis set.

Values from the calculation:
* energy relative to the best compared isomer or geometry (same formula, charge and spin): 439.4 kJ/mol
* charge: +1
* HOMO energy (spin up / spin down): -14.1 / -14.0 eV
* max |F|: 3.81 eV/Å

Last column: Mulliken charge in e.
Atoms and positions in Å:
C -0.25597 0.11406 -0.14465  0.05
C 1.27188 -0.49145 1.83327  -1.12
C 1.06875 -0.34496 0.28927  0.04
N -0.20424 1.01330 -2.24341  -0.21
N -1.42548 -0.10534 0.30450  -0.28
O -1.46195 1.39452 -2.35207  -0.25
Br 0.83700 -2.15352 -0.66105  0.00
H 1.57232 0.44725 2.26112  0.33
H 1.80081 -1.34907 2.07502  0.39
H 0.34625 -0.80894 2.37075  0.34
H 1.81002 0.21947 -0.25309  0.42
H -0.08548 0.04366 -2.61624  0.31
H -1.43507 -0.59389 1.27238  0.26
H -2.44118 0.32297 0.03179  0.32
H -1.39766 2.29193 -2.16760  0.38



Computed, not measured: a cluster of 2 separate species, C3H8BrN2O in total in a non-equilibrium geometry, with ωB97M-V with the def2-TZVPD basis set.

Values from the calculation:
* energy relative to the best compared isomer or geometry (same formula, charge and spin): 354.5 kJ/mol
* charge: +1
* HOMO energy (spin up / spin down): -13.8 / -13.8 eV
* max |F|: 4.63 eV/Å

Last column: Mulliken charge in e.
Atoms and positions in Å:
C 0.22028 0.57216 -0.06489  -0.14
C -1.57250 -0.41677 1.36592  -1.22
C -1.18909 0.13372 0.02272  0.41
N 3.73310 0.53367 -1.05469  -0.34
N 1.00210 0.24352 -1.00443  -0.17
O -1.36297 -0.72791 -1.08960  -0.51
Br 4.73664 0.08053 0.23677  0.32
H -1.34670 0.16890 2.21521  0.41
H -2.66588 -0.43935 1.16244  0.35
H -1.11730 -1.41878 1.49602  0.37
H -1.86091 1.08243 -0.17727  0.25
H 0.63362 1.30201 0.59789  0.41
H 0.73595 -0.28923 -1.83952  0.26
H 2.09144 0.44413 -1.00580  0.30
H -2.03779 -1.26902 -0.86078  0.30



Computed, not measured: a structure of composition C3H8BrNaO3S in a non-equilibrium geometry, with ωB97M-V with the def2-TZVPD basis set.

Values from the calculation:
* <S²>: 0.75
* charge: +1
* HOMO energy (spin up / spin down): -13.7 / -13.6 eV
* multiplicity: 2
* max |F|: 3.89 eV/Å

Last column: Mulliken charge in e.
Atoms and positions in Å:
Na 4.81038 2.93129 1.54317  0.86
Br 2.31761 1.71211 1.91981  0.09
O -3.22654 -0.64634 0.41857  -0.55
S -1.91610 -1.10881 -0.02872  1.13
O -1.66515 -2.18354 -1.03333  -0.57
O -1.01274 0.24359 -0.44264  -0.29
C 0.29799 0.12999 -0.80771  0.12
C 0.63642 1.32375 -1.71301  -1.15
C -1.10000 -1.59788 1.50221  -0.92
H 0.58650 -0.85007 -1.18766  0.42
H 0.80414 0.08620 0.15664  -0.14
H 0.06596 1.37165 -2.64058  0.33
H 1.66327 1.29546 -2.07751  0.38
H 0.60579 2.23523 -1.11604  0.30
H -0.04991 -1.82061 1.31301  0.32
H -1.75607 -2.33537 1.96459  0.37
H -1.06156 -0.78667 2.22922  0.32



Computed, not measured: a structure of composition C3H8CaO3 in a non-equilibrium geometry, with ωB97M-V with the def2-TZVPD basis set.

Values from the calculation:
* energy relative to the best compared isomer or geometry (same formula, charge and spin): 0.0 kJ/mol
* HOMO energy: -8.2 eV
* max |F|: 4.45 eV/Å

Last column: Mulliken charge in e.
Atoms and positions in Å:
C -3.28242 0.15511 -0.54024  -0.67
O -1.92372 0.28177 -0.23603  -0.78
H -3.72437 -0.54272 0.19166  0.20
H -3.82783 1.11079 -0.44474  0.23
H -3.45421 -0.26308 -1.54943  0.26
C 0.37402 -1.33146 0.41816  -0.55
O 1.17334 -0.54225 -0.45537  -0.53
C 2.00505 0.50683 0.09819  0.07
O 1.53145 1.68217 -0.38577  -0.96
Ca -0.28489 1.19311 -1.06026  1.47
H -1.00666 -1.20506 0.55213  0.13
H 0.28144 -2.30329 -0.09226  0.32
H 0.68670 -1.22145 1.46987  0.32
H 3.02317 0.26579 -0.26927  0.22
H 1.99466 0.46594 1.20952  0.29



Computed, not measured: a structure of composition C3H8CdIO in a non-equilibrium geometry, with ωB97M-V with the def2-TZVPD basis set.

Values from the calculation:
* energy relative to the best compared isomer or geometry (same formula, charge and spin): 283.7 kJ/mol
* charge: +1
* HOMO energy: -11.8 eV
* max |F|: 3.28 eV/Å

Last column: Mulliken charge in e.
Atoms and positions in Å:
Cd -4.56877 -2.80323 6.73541  0.76
I -1.10977 -2.32049 4.49893  0.24
C -0.39773 -0.12400 -1.74082  -1.20
C 0.96115 0.33124 -1.24354  0.28
C 0.91982 1.49943 -0.22368  -1.09
O 1.42169 -0.76316 -0.58850  -0.52
H -0.99790 -0.42498 -0.88216  0.32
H -0.30358 -0.93473 -2.46328  0.30
H -1.00014 0.66386 -2.19302  0.35
H 1.60153 0.58773 -2.08748  0.32
H 0.34589 2.36785 -0.54705  0.34
H 1.96942 1.70136 -0.00999  0.30
H 0.42371 1.20322 0.70057  0.25
H 0.73467 -0.98409 0.04459  0.34



Computed, not measured: a structure of composition C3H8Cl4NO3Sn2 in a non-equilibrium geometry, with ωB97M-V with the def2-TZVPD basis set.

Values from the calculation:
* <S²>: 0.76
* charge: +2
* HOMO energy (spin up / spin down): -15.5 / -15.6 eV
* multiplicity: 2
* max |F|: 4.76 eV/Å

Last column: Mulliken charge in e.
Atoms and positions in Å:
Sn 0.83856 1.32120 -4.59985  1.15
Sn 3.43997 0.24780 -1.15212  1.28
O 0.56922 0.48530 -1.78510  -0.56
H -0.10076 0.54385 -1.07641  0.03
C 0.70553 -0.89652 2.33373  -0.60
N 0.64311 0.56170 2.24989  0.86
O 0.39245 1.24145 3.20755  -0.46
O 0.91508 1.00822 1.19094  -0.51
H 0.35667 -1.21344 3.31656  0.31
H 1.74715 -1.19405 2.21287  0.26
H 0.10355 -1.30187 1.52046  0.18
C -0.26570 -2.54394 -1.74767  0.10
Cl 0.24415 -3.47417 -0.27716  -0.17
Cl -1.07880 -3.41982 -3.00570  -0.12
H -0.88127 -1.70167 -1.43183  0.12
H 0.71928 -2.25086 -2.11102  0.09
C -1.61318 2.43380 0.26703  -0.09
Cl -1.13867 3.18969 -1.35637  -0.15
Cl -3.17711 2.98614 0.96975  -0.11
H -1.59978 1.34407 0.28744  0.12
H -0.81950 2.63310 0.98706  0.25



Computed, not measured: the molecule C3H8ClN in a non-equilibrium geometry, with ωB97M-V with the def2-TZVPD basis set.

Values from the calculation:
* energy relative to the best compared isomer or geometry (same formula, charge and spin): 14.4 kJ/mol
* structure (SMILES): C[C@@H](Cl)CN
* HOMO energy: -9.7 eV
* max |F|: 3.30 eV/Å

Last column: Mulliken charge in e.
Atoms and positions in Å:
C -0.24444 -0.13471 -1.45689  -1.15
C 0.71201 -0.26795 -0.30180  0.17
Cl 1.85455 1.16586 -0.27003  -0.22
C 0.09263 -0.39491 1.10429  -0.59
N -0.67253 0.76443 1.55071  -0.59
H -1.14467 0.64433 -1.34684  0.22
H 0.24497 0.00437 -2.38584  0.40
H -0.73335 -1.16225 -1.65715  0.29
H 1.34426 -1.09348 -0.40302  0.34
H 0.90581 -0.66086 1.80617  0.28
H -0.78670 -1.19531 1.10055  0.30
H -0.08343 1.58837 1.24969  0.27
H -1.48910 0.74212 1.01015  0.27



no.,DFT total energy (eV)
1,-74772.02688
2,-78298.58509
3,-78299.46574
4,-94668.78104
5,-27820.42023
6,-17941.73166
7,-72599.88018
8,-17252.81079